1.
The following is a quantum chemistry calculation of a cluster of 11 separate species, H22O11 in total, from OMol25.

Each line ends with the natural charge from an NBO analysis.
CARTESIAN COORDINATES (ANGSTROEM)
O -1.4408 -2.2882 -0.1211  -0.98
H -2.0442 -2.7023 -0.7382  0.48
H -0.5702 -2.5085 -0.4524  0.52
O 3.0537 -0.3986 -2.0305  -0.97
H 3.9160 -0.1792 -2.3835  0.48
H 3.0238 0.0401 -1.1803  0.49
O -3.1691 1.9434 -0.3267  -0.95
H -2.3833 1.4650 -0.0623  0.48
H -3.3484 1.6377 -1.2158  0.46
O -0.0052 3.0384 1.7285  -0.94
H 0.1375 2.7357 0.8317  0.47
H -0.7516 2.5257 2.0389  0.47
O -0.5348 0.5644 -0.2181  -0.97
H 0.3855 0.3039 -0.2563  0.48
H -1.0189 -0.2611 -0.2374  0.49
O -3.1011 -0.2913 -2.0527  -0.93
H -4.0423 -0.1198 -2.0840  0.47
H -3.0339 -1.2299 -1.8777  0.46
O -2.1812 -1.1782 2.1589  -0.97
H -2.0331 -1.7980 2.8731  0.46
H -1.7985 -1.6016 1.3905  0.49
O 2.6833 2.0800 -0.5304  -0.98
H 2.9419 2.7323 0.1206  0.50
H 2.4763 2.5909 -1.3130  0.49
O 0.9579 -2.4867 -1.6600  -0.98
H 1.6080 -1.8027 -1.8204  0.51
H 0.9024 -2.9639 -2.4880  0.48
O 0.5070 -0.0180 2.6147  -0.97
H 0.6549 -0.9515 2.7655  0.47
H -0.4218 0.0449 2.3920  0.50
O 3.1994 0.1621 1.4765  -0.97
H 3.0160 0.6118 0.6517  0.46
H 2.4148 0.3031 2.0064  0.50

Total charge: 0
Largest force on an atom, eV/Å: 1.02
HOMO energy, eV: -10.50
Gap between HOMO and LUMO, eV: 10.41

2.
The following is a quantum chemistry calculation of a structure of composition C12H14F3GeNO8RhS, from OMol25.

Each line ends with the natural charge from an NBO analysis.
CARTESIAN COORDINATES (ANGSTROEM)
Rh 0.3439 -0.0625 -0.0811  1.02
O -3.2254 -2.2660 -4.4023  -0.66
C -2.3762 -1.7399 -3.4668  0.34
C -2.6135 -0.4331 -2.9293  -0.29
C -1.7342 0.0453 -1.9924  0.12
N -0.6690 -0.6543 -1.5960  -0.36
C -0.4469 -1.9534 -2.0433  0.14
C -1.3099 -2.4838 -3.0258  -0.27
C 0.6446 -2.5590 -1.3255  0.70
O 1.1555 -3.6479 -1.5820  -0.61
O 1.0515 -1.7805 -0.2933  -0.68
C -1.7983 1.3628 -1.2447  0.73
O -2.6451 2.2039 -1.4644  -0.64
O -0.8537 1.4481 -0.3571  -0.70
H -3.9235 -1.6279 -4.5909  0.48
H -3.4661 0.1541 -3.2299  0.24
H -1.1411 -3.4811 -3.3970  0.25
C 0.0433 0.4133 4.3264  -1.07
Ge -0.2035 -1.2548 3.2744  1.56
C 1.4907 -2.2293 2.9258  -1.06
C -1.2860 -2.4939 4.4655  -1.06
C -1.2619 -0.9719 1.6701  -0.82
H 0.4478 0.2000 5.3132  0.22
H -0.8982 0.9444 4.4411  0.22
H 0.7365 1.0583 3.8010  0.26
H 2.0083 -2.4695 3.8513  0.22
H 2.1352 -1.6122 2.3076  0.24
H 1.2922 -3.1527 2.3886  0.23
H -0.7371 -2.6916 5.3805  0.22
H -1.4760 -3.4416 3.9724  0.22
H -2.2414 -2.0545 4.7349  0.21
H -1.9750 -0.1563 1.6811  0.21
H -1.6362 -1.8535 1.1596  0.19
F 1.7574 2.3603 -0.9361  -0.33
C 2.6076 2.6164 0.0744  0.69
F 2.1517 3.6841 0.7350  -0.32
F 3.7761 2.9697 -0.4759  -0.33
S 2.7524 1.0375 1.0984  2.35
O 3.1523 0.0936 0.0946  -0.95
O 3.6760 1.3341 2.1491  -0.95
O 1.3616 0.8659 1.5519  -0.97

Total charge: -1
Largest force on an atom, eV/Å: 5.31
HOMO energy (spin up / spin down), eV: -5.60 / -5.46
Gap between HOMO and LUMO (spin up / spin down), eV: 7.31 / 7.35

no.,energy (eV),molar mass (g mol⁻¹)
1,-22880.1600,198.17
2,-109054.9716,564.82